# 1
{
  "formula": "C18H49N18O10S",
  "method": "wB97M-V/def2-TZVPD",
  "symbols": ["C", "C", "C", "C", "C", "S", "N", "C", "O", "C", "C", "C", "C", "N", "O", "H", "H", "H", "H", "H", "H", "H", "H", "H", "H", "H", "H", "H", "H", "H", "H", "H", "C", "O", "N", "N", "H", "H", "H", "H", "C", "O", "N", "N", "H", "H", "H", "H", "C", "O", "N", "N", "H", "H", "H", "H", "C", "O", "N", "N", "H", "H", "H", "H", "C", "O", "N", "N", "H", "H", "H", "H", "C", "O", "N", "N", "H", "H", "H", "H", "C", "O", "N", "N", "H", "H", "H", "H", "C", "O", "N", "N", "H", "H", "H", "H"],
  "xyz": [[4.097, 0.228, -4.908], [2.573, 0.180, -4.215], [1.974, 1.714, -4.514], [2.843, 0.122, -2.604], [2.009, -1.013, -1.777], [1.601, -0.219, -0.087], [2.893, -2.212, -1.507], [3.578, -1.951, -0.319], [4.585, -1.545, 0.501], [0.564, -1.377, -2.447], [0.466, -1.222, -4.070], [-0.798, -0.214, -4.418], [-0.034, -2.719, -4.630], [1.743, -0.924, -4.796], [2.397, -2.112, -4.855], [3.978, 0.704, -5.971], [4.800, 0.976, -4.298], [4.644, -0.805, -4.884], [1.265, 2.077, -3.650], [1.447, 1.735, -5.573], [2.903, 2.456, -4.512], [2.560, 1.175, -2.124], [4.001, -0.043, -2.370], [1.337, 1.156, -0.259], [-0.264, -0.695, -1.932], [0.287, -2.497, -2.146], [-1.832, -0.695, -4.084], [-0.644, 0.804, -3.819], [-0.845, -0.044, -5.586], [-1.208, -2.761, -4.415], [0.428, -3.608, -4.021], [0.071, -2.821, -5.797], [-1.043, 1.170, 3.172], [-1.386, 1.860, 2.225], [0.242, 1.037, 3.547], [-1.920, 0.481, 3.925], [0.543, 0.474, 4.324], [0.934, 1.539, 3.007], [-2.898, 0.554, 3.677], [-1.656, -0.092, 4.709], [0.792, 4.623, 0.248], [1.672, 3.947, -0.262], [-0.072, 4.129, 1.153], [0.607, 5.921, -0.051], [-0.803, 4.670, 1.584], [0.032, 3.155, 1.406], [1.236, 6.332, -0.729], [-0.112, 6.494, 0.358], [-4.925, -1.774, 2.771], [-5.029, -0.582, 2.527], [-4.777, -2.703, 1.809], [-4.950, -2.265, 4.023], [-4.690, -3.688, 1.990], [-4.753, -2.375, 0.852], [-5.061, -1.600, 4.777], [-4.867, -3.243, 4.243], [-2.011, 1.121, -8.146], [-2.631, 0.742, -7.165], [-1.035, 0.391, -8.716], [-2.247, 2.302, -8.745], [-0.513, 0.685, -9.524], [-0.825, -0.505, -8.295], [-2.974, 2.882, -8.348], [-1.747, 2.630, -9.554], [4.219, 2.954, 2.112], [3.221, 2.292, 2.346], [5.405, 2.399, 1.806], [4.223, 4.299, 2.140], [6.239, 2.927, 1.610], [5.446, 1.388, 1.774], [3.350, 4.758, 2.366], [5.035, 4.862, 1.950], [3.431, 3.622, 6.389], [3.327, 4.814, 6.145], [3.579, 2.693, 5.427], [3.406, 3.130, 7.641], [3.666, 1.707, 5.608], [3.603, 3.021, 4.470], [3.295, 3.796, 8.395], [3.489, 2.152, 7.861], [-2.805, -4.654, -0.648], [-3.951, -4.686, -0.227], [-1.752, -4.348, 0.131], [-2.493, -4.921, -1.929], [-0.802, -4.316, -0.197], [-1.943, -4.139, 1.103], [-3.257, -5.156, -2.549], [-1.556, -4.900, -2.294], [-5.410, -4.644, 7.244], [-5.514, -5.027, 6.089], [-4.622, -3.614, 7.601], [-6.074, -5.219, 8.263], [-4.524, -3.284, 8.547], [-4.105, -3.153, 6.864], [-6.678, -5.998, 8.038], [-6.002, -4.918, 9.220]],
  "lowdin_charge": [-0.0763, -0.4035, -0.0649, -0.1052, -0.6682, 0.7703, 0.0715, -0.1508, -0.0457, -0.1118, -0.4201, -0.0584, -0.0835, -0.0999, -0.0443, 0.0874, 0.0972, 0.0871, 0.0809, 0.0964, 0.0978, 0.1074, 0.1385, -0.0826, 0.1151, 0.1171, 0.1054, 0.0893, 0.0764, 0.0859, 0.0801, 0.0941, -0.6995, 0.0150, 0.1710, 0.1635, 0.0984, 0.0767, 0.0951, 0.0944, -0.7232, -0.0036, 0.1702, 0.1442, 0.1040, 0.0626, 0.1067, 0.0962, -0.7237, 0.0097, 0.1600, 0.1520, 0.0869, 0.1078, 0.1020, 0.0755, -0.7221, 0.0156, 0.1518, 0.1489, 0.0977, 0.1080, 0.1133, 0.0966, -0.7216, -0.0038, 0.1677, 0.1739, 0.1005, 0.1103, 0.1173, 0.1044, -0.7226, 0.0169, 0.1674, 0.1420, 0.1001, 0.0654, 0.1099, 0.0936, -0.7124, 0.0137, 0.1614, 0.1576, 0.0946, 0.1082, 0.1143, 0.0893, -0.7176, 0.0201, 0.1502, 0.1515, 0.0994, 0.0998, 0.1150, 0.0988],
  "s_squared": 0.7547,
  "gap_ha": [0.329, 0.315],
  "multiplicity": 2
}

---

# 2
{
  "formula": "C26H86N35O18",
  "method": "wB97M-V/def2-TZVPD",
  "symbols": ["C", "C", "C", "C", "C", "C", "N", "O", "C", "C", "C", "H", "H", "H", "H", "H", "H", "H", "H", "H", "H", "H", "H", "H", "H", "H", "H", "H", "H", "C", "O", "N", "N", "H", "H", "H", "H", "C", "O", "N", "N", "H", "H", "H", "H", "C", "O", "N", "N", "H", "H", "H", "H", "C", "O", "N", "N", "H", "H", "H", "H", "C", "O", "N", "N", "H", "H", "H", "H", "C", "O", "N", "N", "H", "H", "H", "H", "C", "O", "N", "N", "H", "H", "H", "H", "C", "O", "N", "N", "H", "H", "H", "H", "C", "O", "N", "N", "H", "H", "H", "H", "C", "O", "N", "N", "H", "H", "H", "H", "C", "O", "N", "N", "H", "H", "H", "H", "C", "O", "N", "N", "H", "H", "H", "H", "C", "O", "N", "N", "H", "H", "H", "H", "C", "O", "N", "N", "H", "H", "H", "H", "C", "O", "N", "N", "H", "H", "H", "H", "C", "O", "N", "N", "H", "H", "H", "H", "C", "O", "N", "N", "H", "H", "H", "H"],
  "xyz": [[0.348, 1.764, 0.323], [0.721, 0.255, 0.653], [-0.316, -0.269, 1.625], [-1.689, -0.606, 1.072], [-1.584, -1.488, -0.142], [-0.578, -0.943, -1.245], [0.662, -0.596, -0.528], [1.850, -0.569, -1.367], [-1.110, 0.115, -2.175], [-0.253, -2.320, -2.082], [2.087, 0.061, 1.358], [-0.679, 1.884, -0.021], [1.063, 1.957, -0.477], [0.480, 2.417, 1.186], [-0.451, 0.507, 2.379], [0.143, -1.151, 2.072], [-2.289, 0.286, 0.896], [-2.173, -1.153, 1.880], [-2.574, -1.493, -0.598], [-1.237, -2.450, 0.233], [-0.349, 0.593, -2.792], [-1.310, 1.056, -1.664], [-2.083, -0.158, -2.586], [-1.240, -2.648, -2.407], [0.057, -3.135, -1.427], [0.555, -2.147, -2.794], [1.980, 0.445, 2.373], [2.701, 0.840, 0.906], [2.505, -0.944, 1.402], [-0.374, -6.078, 0.252], [-0.931, -7.064, 0.808], [0.700, -6.232, -0.389], [-0.842, -4.912, 0.084], [1.134, -7.142, -0.351], [1.121, -5.457, -0.881], [-0.158, -4.243, -0.241], [-1.735, -4.723, 0.516], [-6.044, -0.882, 0.392], [-7.081, -0.270, 0.415], [-5.933, -2.195, 0.291], [-4.902, -0.272, 0.539], [-5.170, -2.751, 0.649], [-6.769, -2.728, 0.098], [-4.806, 0.680, 0.862], [-4.067, -0.841, 0.502], [-3.760, 2.288, -4.454], [-4.856, 1.848, -4.175], [-2.678, 1.577, -4.330], [-3.480, 3.477, -4.918], [-2.772, 0.663, -3.909], [-1.823, 2.085, -4.502], [-4.268, 4.096, -5.043], [-2.618, 3.779, -5.349], [-3.356, 0.985, 5.286], [-2.516, 1.830, 4.937], [-3.830, 0.057, 4.514], [-3.730, 0.768, 6.545], [-3.706, 0.117, 3.514], [-4.327, -0.641, 5.049], [-4.500, 0.165, 6.799], [-3.605, 1.501, 7.228], [1.735, -4.108, 3.121], [2.435, -4.585, 2.241], [0.859, -4.855, 3.715], [1.740, -2.880, 3.517], [1.031, -5.825, 3.494], [0.288, -4.566, 4.497], [2.338, -2.282, 2.965], [1.264, -2.589, 4.359], [5.757, 0.720, 4.649], [6.632, -0.097, 4.900], [5.991, 1.879, 5.126], [4.766, 0.611, 3.799], [5.413, 2.639, 4.797], [6.867, 2.082, 5.586], [3.995, 1.246, 3.648], [4.592, -0.360, 3.583], [2.856, 3.824, -2.734], [3.402, 4.014, -1.728], [2.054, 2.816, -2.951], [2.811, 4.741, -3.663], [2.020, 2.022, -2.327], [1.348, 3.066, -3.629], [3.288, 5.599, -3.426], [2.658, 4.345, -4.580], [-1.100, -1.516, -5.826], [-0.149, -0.772, -5.718], [-1.403, -2.442, -4.965], [-1.938, -1.727, -6.773], [-0.865, -2.620, -4.129], [-1.989, -3.241, -5.161], [-2.864, -2.111, -6.656], [-1.733, -1.296, -7.664], [1.830, 3.298, 5.128], [1.641, 4.101, 4.210], [2.006, 3.572, 6.418], [1.873, 2.036, 4.880], [2.071, 2.832, 7.102], [1.603, 4.489, 6.549], [1.913, 1.460, 5.709], [1.405, 1.838, 4.007], [-2.166, 4.449, 1.738], [-1.174, 5.122, 1.535], [-3.323, 4.688, 1.269], [-2.314, 3.336, 2.421], [-3.154, 5.552, 0.774], [-4.097, 4.041, 1.219], [-3.239, 2.935, 2.363], [-1.557, 2.950, 2.968], [3.529, -3.844, -0.954], [4.128, -4.897, -0.816], [2.518, -3.485, -0.304], [3.664, -3.056, -1.913], [1.879, -2.725, -0.486], [2.327, -3.903, 0.595], [4.251, -3.211, -2.720], [3.127, -2.202, -1.877], [3.245, 0.301, -5.019], [3.405, 0.616, -6.172], [2.135, -0.055, -4.508], [4.149, 0.444, -4.069], [2.177, -0.066, -3.499], [1.326, -0.177, -5.100], [3.867, 0.845, -3.186], [5.109, 0.710, -4.241], [5.365, 0.783, -0.690], [6.443, 1.375, -0.716], [5.089, -0.413, -0.217], [4.147, 1.259, -0.968], [5.900, -0.885, 0.158], [4.191, -0.832, -0.412], [3.382, 0.602, -0.911], [4.101, 2.178, -1.385], [-0.954, 4.659, -2.243], [-0.930, 5.096, -3.334], [-1.814, 3.706, -2.028], [-0.262, 5.075, -1.223], [-1.604, 3.086, -1.259], [-2.346, 3.537, -2.869], [0.271, 5.886, -1.504], [-0.627, 4.873, -0.303], [4.526, 3.801, 2.031], [5.166, 4.027, 3.035], [3.307, 3.443, 1.900], [5.130, 3.555, 0.910], [2.775, 3.378, 2.757], [2.872, 3.394, 0.990], [4.667, 3.480, 0.015], [6.090, 3.241, 0.890], [-3.660, -4.126, 2.428], [-3.749, -2.925, 2.686], [-4.690, -4.768, 1.900], [-2.650, -4.850, 2.626], [-5.560, -4.255, 1.868], [-4.708, -5.773, 1.804], [-2.733, -5.855, 2.676], [-1.905, -4.414, 3.151], [-4.727, -1.874, -3.602], [-5.000, -1.837, -4.751], [-4.608, -0.780, -2.866], [-4.404, -2.920, -2.871], [-4.723, -0.836, -1.864], [-4.710, 0.017, -3.477], [-4.458, -2.592, -1.917], [-4.403, -3.837, -3.294]],
  "lowdin_charge": [0.0312, -0.4567, -0.1388, -0.1931, -0.1025, -0.3763, 0.0085, -0.1049, -0.0124, 0.0003, -0.0154, 0.0485, 0.0713, 0.0899, 0.1193, 0.1071, 0.0987, 0.0913, 0.0954, 0.1003, 0.0960, 0.0489, 0.0643, 0.0752, 0.0320, 0.0846, 0.0670, 0.0586, 0.0755, -0.8057, -0.0314, 0.2028, 0.1815, 0.1450, 0.1024, 0.0607, 0.0955, -0.7802, 0.0674, 0.1748, 0.1782, 0.0606, 0.1258, 0.1203, 0.0513, -0.7733, 0.0442, 0.1821, 0.1765, 0.0680, 0.1176, 0.1299, 0.1214, -0.7341, -0.0015, 0.1797, 0.1505, 0.1030, 0.1142, 0.1057, 0.1169, -0.7727, 0.0396, 0.1776, 0.1968, 0.1333, 0.1128, 0.0973, 0.1245, -0.8055, 0.0059, 0.1731, 0.1876, 0.0776, 0.1300, 0.0651, 0.1003, -0.8230, 0.0744, 0.1998, 0.1950, 0.0684, 0.1169, 0.1323, 0.1232, -0.7452, 0.0440, 0.1656, 0.1776, 0.0540, 0.1207, 0.1176, 0.1294, -0.7521, 0.0225, 0.1787, 0.1699, 0.1104, 0.1249, 0.1187, 0.1006, -0.7929, 0.0409, 0.1683, 0.1698, 0.1360, 0.1241, 0.0957, 0.0937, -0.8521, 0.0496, 0.1681, 0.1956, 0.0688, 0.0596, 0.1416, 0.0700, -0.8077, 0.0440, 0.1769, 0.1578, 0.0588, 0.0549, 0.0434, 0.1180, -0.7018, 0.0413, 0.1767, 0.1268, 0.1312, 0.0658, 0.0335, 0.0623, -0.8494, 0.0550, 0.1863, 0.2147, 0.0682, 0.0732, 0.1316, 0.0596, -0.7787, 0.0363, 0.1918, 0.1725, 0.0587, 0.1009, 0.0538, 0.1138, -0.7868, 0.0033, 0.1719, 0.1965, 0.1044, 0.1222, 0.1313, 0.1198, -0.7985, 0.0792, 0.1719, 0.1683, 0.0698, 0.0689, 0.0685, 0.1214],
  "s_squared": 0.7554,
  "gap_ha": [0.287, 0.223],
  "multiplicity": 2,
  "de_lowest_kcal_mol": 51.3
}

---

# 3
{
  "formula": "C16H20NOPrSe",
  "method": "wB97M-V/def2-TZVPD",
  "symbols": ["Pr", "C", "C", "C", "H", "C", "C", "H", "H", "H", "H", "C", "C", "C", "H", "C", "C", "H", "H", "H", "H", "O", "C", "C", "C", "C", "C", "H", "H", "H", "H", "H", "H", "H", "H", "H", "H", "Se", "C", "N"],
  "xyz": [[-0.003, -0.178, 1.327], [2.429, 0.409, 2.436], [2.801, -0.495, 1.382], [2.554, 0.174, 0.153], [3.244, -1.480, 1.500], [2.013, 1.457, 0.450], [1.936, 1.609, 1.886], [1.606, 2.484, 2.399], [2.539, 0.181, 3.521], [2.805, -0.198, -0.832], [1.767, 2.244, -0.298], [-2.641, 0.387, 1.985], [-1.873, 1.490, 2.342], [-1.387, 2.150, 1.177], [-1.689, 1.852, 3.374], [-1.893, 1.426, 0.036], [-2.641, 0.342, 0.501], [-3.187, -0.392, -0.107], [-3.186, -0.299, 2.609], [-0.787, 3.072, 1.128], [-1.781, 1.741, -0.995], [0.004, -1.606, -0.287], [-0.259, -0.606, -3.080], [0.377, -1.925, -2.804], [0.566, 0.685, -2.933], [-1.801, -0.570, -3.073], [0.446, -2.381, -1.323], [1.452, -1.943, -3.282], [-0.118, -2.759, -3.450], [-0.113, -3.325, -1.214], [1.466, -2.711, -1.077], [0.700, 1.176, -3.929], [1.563, 0.439, -2.452], [0.101, 1.413, -2.192], [-2.173, -0.715, -4.113], [-2.221, 0.367, -2.609], [-2.202, -1.405, -2.400], [-0.067, -0.148, 6.208], [-0.148, -0.752, 4.564], [-0.196, -1.211, 3.471]],
  "lowdin_charge": [1.0883, -0.2345, -0.1775, -0.1831, 0.0969, -0.2017, -0.2294, 0.0891, 0.1059, 0.0929, 0.1100, -0.1935, -0.2614, -0.2152, 0.1106, -0.1983, -0.1707, 0.1007, 0.0895, 0.1020, 0.0790, -0.4320, -0.4545, -0.2874, -0.1690, -0.1768, -0.3851, 0.0838, 0.0753, 0.0773, 0.0765, 0.0199, 0.0442, 0.0349, 0.0159, 0.0344, 0.0604, 0.4111, -0.9704, -0.0582],
  "s_squared": 2.0023,
  "charge": -2,
  "gap_ha": [0.078, 0.078],
  "multiplicity": 3
}